Below is a molecular structure, C3H3FFeO2 at a distorted geometry, with properties calculated with ωB97M-V with the def2-TZVPD basis set.

```
10
Properties=species:S:1:pos:R:3
H 0.936 -1.267 0.403
H -0.928 -0.699 -1.342
O -1.668 0.464 0.223
O 0.235 0.831 1.140
C -0.868 -0.648 -0.252
C 0.550 -0.207 0.266
C -1.026 1.277 1.007
H -1.236 -1.559 0.228
F 1.176 0.256 -0.907
Fe 2.829 1.551 -0.764
```

## Properties
ΔE to the lowest compared entry with this formula, charge and spin = 0.0000 eV
Orbital gap (spin up / spin down) = 0.2303 / 0.2455 Ha
Multiplicity = 7
Net charge = +2
E_LUMO (spin up / spin down) = -10.9 / -14.0 eV
E_tot = -44331.996 eV
F_max = 7.397 eV/A
⟨S²⟩ = 12.01
HOMO level (spin up / spin down) = -17.1214 / -20.7104 eV

Below is 2 unconnected molecules or ions with the total composition C3H3FIO2 at a distorted geometry, with properties calculated with ωB97M-V with the def2-TZVPD basis set.

```
10
Properties=species:S:1:pos:R:3
C 0.545 -1.437 0.643
C -0.921 0.726 -0.078
C 0.263 -0.065 -0.141
O 1.089 -1.183 1.704
O 0.135 -2.468 0.245
F 0.624 0.505 -2.335
I 2.010 1.174 0.069
H -1.734 -0.019 -0.042
H -0.987 1.289 0.847
H -1.023 1.478 -0.912
```

## Properties
ΔE to the lowest compared entry with this formula, charge and spin = 2.7363 eV
Orbital gap = 0.2765 Ha
Net charge = -1
E_LUMO = 2.6 eV
E_tot = -18071.435 eV
F_max = 4.408 eV/A
HOMO level = -4.9327 eV